(1)
C38H65BrF6N4O9 | ωB97M-V/def2-TZVPD

```
123
Properties=species:S:1:pos:R:3:mulliken_charge:R:1
C -6.679 -3.537 6.325 -0.9394
C -5.569 -2.452 6.854 -0.2749
C -4.070 -2.724 6.248 -0.4742
O -3.545 -1.439 5.763 -0.2373
C -4.180 -1.065 4.455 -0.6610
C -3.043 -0.323 3.472 1.7372
C -3.030 1.237 3.938 -0.5712
O -3.602 1.539 5.251 -0.3913
C -2.681 2.280 6.125 0.4250
C -1.875 3.660 5.762 -0.1781
C -0.902 4.391 6.909 -0.5031
C -0.770 3.739 8.432 -0.3551
C -1.556 2.330 8.831 -0.4030
C -2.489 1.656 7.664 -0.1765
C -1.707 -1.208 3.955 -0.2269
O -0.684 -0.855 4.737 -0.6968
N -2.036 -2.537 3.266 -0.1479
C -2.633 -2.359 1.854 0.6799
C -3.733 -3.570 1.676 -0.7479
C -4.180 -3.778 0.077 -0.2482
C -5.812 -3.710 -0.145 -1.0501
C -1.320 -2.671 0.923 -0.7338
C -0.912 -4.286 0.859 -0.2948
C 0.657 -4.448 0.355 -1.0252
C -3.196 -0.786 1.935 0.8497
Br -5.205 -0.526 1.646 -0.0373
C -2.645 0.015 0.641 -1.2180
O -3.168 -0.451 -0.533 -0.5003
C -1.645 1.291 0.507 1.1285
F -1.702 1.744 -0.940 -0.2907
F -2.108 2.528 1.242 -0.2689
C -0.054 1.000 0.768 0.4396
F 0.398 0.122 -0.376 -0.3411
F 0.271 0.258 2.002 -0.2504
C 0.922 2.316 0.735 0.7225
F 0.819 3.158 -0.476 -0.2252
F 2.333 1.774 0.732 -0.2700
C 0.846 3.235 2.131 0.2189
O 1.404 2.738 3.242 -0.4592
O 0.125 4.545 2.101 -0.4592
H -6.713 -3.610 5.157 0.2024
H -7.749 -3.154 6.667 0.3004
H -6.496 -4.553 6.880 0.2828
H -5.509 -2.572 8.040 0.3094
H -5.859 -1.321 6.669 0.2528
H -3.387 -3.028 7.180 0.3314
H -3.989 -3.614 5.493 0.2612
H -4.529 -2.115 4.006 -0.2454
H -5.157 -0.436 4.580 0.6342
H -1.911 1.637 3.827 0.2531
H -3.681 1.840 3.140 0.0100
H -2.002 4.117 4.692 0.4052
H -0.360 5.394 6.598 0.2672
H -0.118 4.261 9.257 0.2772
H -1.513 1.818 9.886 0.3096
H -3.068 0.659 7.947 0.1666
H -1.095 -2.985 3.312 0.4970
H -3.368 -4.615 2.123 0.3320
H -4.766 -3.363 2.238 0.0845
H -3.631 -3.020 -0.627 0.1794
H -3.863 -4.898 -0.179 0.2274
H -6.012 -4.140 -1.240 0.3536
H -6.409 -4.424 0.593 0.2651
H -6.253 -2.618 -0.154 0.1938
H -1.402 -2.333 -0.194 0.4438
H -0.400 -2.140 1.426 0.1888
H -1.583 -4.797 0.034 0.1483
H -0.998 -4.773 1.920 0.2510
H 0.778 -5.582 0.010 0.3534
H 0.831 -3.692 -0.536 0.2451
H 1.400 -4.213 1.252 0.2795
H -0.505 4.507 2.904 0.3829
C -2.249 4.704 -2.202 -0.4035
O -2.880 5.136 -3.397 -0.4282
C -2.436 6.411 -3.872 -0.7253
C -1.088 6.378 -4.630 0.3362
C 0.125 6.224 -3.717 -1.2726
N -1.064 5.310 -5.641 -0.7263
H -2.032 5.537 -1.525 0.3086
H -1.336 4.156 -2.440 0.0710
H -2.922 4.011 -1.691 0.2256
H -3.209 6.747 -4.575 0.3440
H -2.422 7.144 -3.057 0.3909
H -0.982 7.340 -5.147 0.3882
H 0.268 5.198 -3.369 0.2102
H 1.042 6.504 -4.254 0.3606
H 0.044 6.874 -2.840 0.3381
H -1.812 5.480 -6.314 0.2726
H -1.350 4.444 -5.175 0.3173
C 4.460 -0.290 -0.976 -0.7067
O 5.423 -0.906 -1.817 -0.5035
C 5.347 -0.511 -3.190 -0.2175
C 5.995 0.858 -3.500 0.4691
C 5.158 2.051 -3.044 -1.4601
N 7.338 0.965 -2.910 -0.7400
H 3.504 -0.134 -1.487 0.2895
H 4.849 0.655 -0.594 0.2378
H 4.289 -0.943 -0.117 0.4073
H 5.900 -1.279 -3.747 0.0231
H 4.312 -0.558 -3.549 0.3415
H 6.094 0.932 -4.590 0.2712
H 5.228 2.233 -1.969 0.2617
H 5.501 2.967 -3.542 0.3797
H 4.102 1.912 -3.300 0.3378
H 7.927 0.229 -3.303 0.2803
H 7.257 0.707 -1.922 0.3358
C 6.398 -4.746 -8.425 -0.6299
O 7.537 -4.097 -7.881 -0.3869
C 7.467 -2.668 -7.900 -0.8568
C 6.612 -2.053 -6.767 0.4915
C 5.108 -2.194 -6.988 -1.3850
N 6.958 -2.628 -5.458 -0.5645
H 5.970 -4.193 -9.267 0.2906
H 5.650 -4.899 -7.645 0.2176
H 6.705 -5.733 -8.781 0.2565
H 8.500 -2.322 -7.767 0.3650
H 7.148 -2.309 -8.886 0.4404
H 6.834 -0.979 -6.738 0.2993
H 4.737 -3.196 -6.759 0.3212
H 4.563 -1.499 -6.335 0.2520
H 4.838 -1.957 -8.022 0.3601
H 7.942 -2.434 -5.266 0.2635
H 6.928 -3.647 -5.556 0.2639
```

Output
highest occupied orbital energy	-8.4	eV
lowest unoccupied orbital energy	-2.08	eV
frontier orbital gap	6.33	eV
energy relative to the best compared isomer or geometry (same formula, charge and spin)	2052.5	kJ/mol
SMILES string	CCCOC[C@@]1(COc2ccccc2)C(=O)NC(CCC)(CCC)[C@]1(Br)C(=O)C(F)(F)C(F)(F)C(F)(F)C(=O)O.COC[C@@H](C)N.COC[C@@H](C)N.COC[C@@H](C)N

(2)
C23H31MnN6O2S | ωB97M-V/def2-TZVPD

```
64
Properties=species:S:1:pos:R:3:lowdin_spin:R:1
Mn 0.588 0.063 -0.316 3.4392
C 4.551 0.157 -1.816 0.0018
C 5.331 0.127 -0.665 0.0096
C 4.704 0.047 0.567 0.0021
C 3.312 0.015 0.624 0.0021
N 2.566 0.039 -0.503 -0.0307
C 3.175 0.089 -1.688 0.0083
C 2.495 0.050 1.834 -0.0139
C 2.991 0.048 3.135 -0.0162
C 2.131 0.264 4.199 0.0341
C 0.783 0.497 3.968 -0.0240
C 0.273 0.483 2.675 -0.0117
C 1.106 0.200 1.600 -0.2906
H 4.998 0.228 -2.794 -0.0002
H 6.407 0.167 -0.737 0.0003
H 5.287 0.025 1.472 -0.0001
H 2.537 0.083 -2.568 0.0007
H 4.045 -0.098 3.312 -0.0033
H 2.520 0.281 5.206 0.0011
H 0.118 0.703 4.794 -0.0034
H -0.767 0.741 2.532 -0.0032
N 1.102 4.603 -1.231 -0.0002
C 0.002 4.415 -0.249 -0.0015
C -0.236 2.900 -0.026 0.0008
O -1.182 2.517 0.617 0.0039
O 0.655 2.142 -0.574 -0.0094
H 1.874 5.171 -0.865 0.0000
H 0.782 5.036 -2.105 0.0000
H 1.442 3.629 -1.414 -0.0001
H -0.929 4.886 -0.571 0.0001
H 0.257 4.828 0.728 -0.0001
S 0.506 -2.018 -1.445 -0.1318
C 1.084 -3.489 -0.837 -0.0124
N 0.884 -4.613 -1.585 -0.0037
C 1.347 -5.805 -1.174 -0.0005
C 2.011 -5.884 0.027 0.0016
C 2.147 -4.697 0.765 -0.0003
N 1.698 -3.537 0.335 -0.0004
H 0.373 -4.533 -2.462 -0.0021
H 1.167 -6.663 -1.806 -0.0001
H 2.403 -6.825 0.377 0.0001
H 2.626 -4.682 1.736 -0.0001
C -5.306 1.409 -1.319 0.0020
C -4.529 0.154 -1.708 0.0024
N -3.501 -0.127 -0.726 0.0281
C -3.986 -0.539 0.585 0.0019
C -3.968 0.580 1.633 0.0011
C -2.211 0.071 -0.961 0.0107
C -1.739 0.483 -2.328 0.0066
N -1.286 -0.093 -0.040 -0.0072
H -5.993 1.677 -2.115 0.0002
H -4.619 2.234 -1.152 0.0000
H -5.891 1.250 -0.420 0.0000
H -4.088 0.281 -2.692 0.0001
H -5.208 -0.700 -1.747 0.0007
H -3.392 -1.396 0.916 0.0005
H -5.011 -0.888 0.456 0.0002
H -3.099 1.227 1.535 -0.0001
H -3.983 0.141 2.627 0.0001
H -4.851 1.204 1.538 0.0000
H -1.981 -0.276 -3.071 0.0002
H -0.647 0.610 -2.322 0.0031
H -2.187 1.427 -2.632 0.0003
H -1.688 -0.321 0.870 0.0032
```

Output
2S+1	4
highest occupied orbital energy (spin up / spin down)	-16.7 / -16.8	eV
expectation value of S²	4.17
lowest unoccupied orbital energy (spin up / spin down)	-11.00 / -9.28	eV
frontier orbital gap (spin up / spin down)	5.74 / 7.51	eV
energy relative to the best compared isomer or geometry (same formula, charge and spin)	84.4	kJ/mol
total charge	+3

(3)
C36H32FN7O7SW | ωB97M-V/def2-TZVPD

```
85
Properties=species:S:1:pos:R:3:lowdin_spin:R:1
W 1.453 -0.097 -1.705 0.6810
O 0.997 -3.814 -4.512 0.0001
C 1.637 -3.360 -5.638 0.0007
C 1.772 -4.274 -6.699 -0.0001
C 2.161 -3.708 -7.885 0.0006
C 2.445 -2.349 -8.024 0.0000
C 2.645 -1.533 -6.897 -0.0001
C 2.138 -2.023 -5.668 -0.0004
C 1.989 -1.096 -4.490 0.0001
O 1.259 -1.416 -3.512 -0.0005
N 2.684 0.026 -4.604 -0.0027
N 2.579 0.803 -3.547 -0.0092
C 3.092 2.052 -3.458 -0.0040
C 3.075 2.609 -2.187 0.0030
C 3.468 3.982 -1.911 -0.0024
C 3.861 4.286 -0.626 0.0027
C 3.692 3.376 0.391 -0.0013
C 2.993 2.200 0.096 0.0002
N 2.730 1.809 -1.137 -0.0100
H 0.912 -3.004 -3.948 0.0000
H 1.593 -5.338 -6.678 0.0000
H 2.354 -4.353 -8.735 0.0000
H 2.543 -1.852 -9.009 0.0000
H 2.863 -0.474 -6.950 -0.0001
H 3.488 2.479 -4.362 -0.0005
H 3.564 4.573 -2.788 -0.0002
H 4.361 5.249 -0.368 0.0001
H 3.942 3.631 1.424 -0.0002
H 2.650 1.551 0.879 0.0001
F -0.596 -0.882 4.338 0.0000
C -1.316 -0.321 3.329 -0.0001
C -0.762 0.062 2.126 0.0000
C -1.469 0.595 1.041 -0.0003
C -0.840 0.886 -0.208 0.0031
O 0.483 0.991 -0.273 0.0445
C -1.704 1.285 -1.285 -0.0004
C -3.084 1.453 -1.012 0.0007
N -3.645 1.324 0.240 -0.0009
C -5.028 1.661 0.230 -0.0001
C -5.725 2.257 1.402 -0.0001
C -5.985 0.829 1.093 -0.0002
C -2.905 0.845 1.338 -0.0004
C -3.423 0.575 2.613 0.0000
C -2.681 -0.035 3.616 -0.0002
N -3.328 -0.395 4.817 0.0000
C -2.884 0.189 6.053 0.0000
C -3.937 0.195 7.121 0.0000
N -4.749 -1.112 7.098 0.0000
C -3.999 -2.198 6.410 0.0000
C -3.596 -1.822 5.000 0.0000
C -1.144 1.320 -2.661 0.0039
O -1.610 1.947 -3.613 0.0223
O -0.052 0.575 -2.763 0.0739
H 0.290 -0.138 2.079 0.0001
H -3.769 1.719 -1.823 0.0001
H -5.494 1.936 -0.719 0.0000
H -6.521 2.874 0.994 0.0000
H -5.186 2.482 2.364 0.0000
H -6.970 0.794 0.640 0.0000
H -5.563 0.038 1.743 0.0000
H -4.459 0.875 2.799 0.0000
H -2.561 1.240 5.885 0.0000
H -1.956 -0.302 6.443 0.0000
H -4.675 0.963 7.022 0.0000
H -3.525 0.283 8.160 0.0000
H -5.637 -0.851 6.649 0.0000
H -4.861 -1.450 8.044 0.0000
H -4.595 -3.129 6.380 0.0000
H -3.034 -2.396 6.977 0.0000
H -4.396 -2.240 4.333 0.0000
H -2.721 -2.442 4.764 0.0000
O 3.300 -1.074 -1.974 0.0547
N 4.365 -0.798 -1.154 0.0030
C 5.595 -0.673 -1.745 0.0004
C 6.647 -0.195 -1.034 -0.0012
C 6.505 -0.114 0.380 0.0012
C 5.322 -0.439 1.004 -0.0023
C 4.195 -0.829 0.183 0.0006
S 2.648 -1.268 0.797 -0.0246
H 5.560 -0.905 -2.791 -0.0001
H 7.647 -0.012 -1.549 -0.0001
H 7.376 0.265 0.912 0.0001
H 5.211 -0.374 2.113 -0.0002
O -0.185 -2.432 -0.482 0.0827
C 0.485 -1.566 -0.894 0.0830
```

Output
2S+1	2
highest occupied orbital energy (spin up / spin down)	-13.6 / -13.6	eV
expectation value of S²	0.76
lowest unoccupied orbital energy (spin up / spin down)	-9.59 / -9.45	eV
frontier orbital gap (spin up / spin down)	3.99 / 4.13	eV
energy relative to the best compared isomer or geometry (same formula, charge and spin)	312.5	kJ/mol
total charge	+3

(4)
C3H6FNS2 | ωB97M-V/def2-TZVPD

```
13
Properties=species:S:1:pos:R:3:nbo_charge:R:1
F 3.043 -0.009 -1.021 -0.3888
C 2.495 -0.737 0.118 0.0742
C 1.228 -0.216 0.952 -0.5833
C -0.058 0.068 0.441 0.1346
S -0.572 1.713 0.073 -0.1358
N -1.005 -1.006 0.359 -0.7696
S -2.449 -0.674 -0.361 0.1847
H 2.239 -1.600 -0.438 0.1746
H 3.389 -0.706 0.892 0.1926
H 1.650 0.890 1.047 0.2877
H 1.332 -1.005 1.733 0.2512
H -0.729 -2.096 0.328 0.4264
H -1.890 0.328 -1.332 0.1516
```

Output
highest occupied orbital energy	-8.5	eV
lowest unoccupied orbital energy	-0.29	eV
frontier orbital gap	8.16	eV
energy relative to the best compared isomer or geometry (same formula, charge and spin)	225.0	kJ/mol
SMILES string	FCCC(=S)NS

(5)
C17H25MoN2S | ωB97M-V/def2-TZVPD

```
46
Properties=species:S:1:pos:R:3:lowdin_spin:R:1
C -0.494 0.016 -3.183 0.1562
C 0.048 1.448 -3.282 0.0591
C 0.142 -1.008 -4.114 0.0157
C -2.002 -0.001 -3.189 0.0231
H -0.207 -0.965 -5.166 0.0060
H -0.086 -2.011 -3.741 0.0016
H 1.237 -0.914 -4.129 0.0005
H -0.605 2.107 -3.889 0.0102
H 1.070 1.457 -3.717 0.0013
H 0.104 1.850 -2.247 0.0228
H -2.445 0.491 -4.073 0.0082
H -2.366 0.513 -2.293 0.0038
H -2.360 -1.035 -3.165 0.0001
C 1.790 -0.338 0.895 0.0359
C 1.982 -1.159 -0.262 -0.0008
C 2.132 -0.285 -1.394 -0.0137
H 2.098 -2.238 -0.257 -0.0004
C 2.079 1.077 -0.919 0.0363
C 1.881 1.035 0.487 0.0097
H 1.886 1.885 1.167 -0.0002
H 1.774 -0.686 1.928 0.0036
H 2.318 -0.605 -2.406 -0.0025
H 2.160 1.987 -1.513 0.0050
C -2.225 -1.477 1.130 0.0953
C -1.129 -2.267 1.562 0.0576
C -0.321 -2.560 0.438 0.0413
H -1.041 -2.718 2.557 0.0015
C -0.963 -2.024 -0.748 0.0100
C -2.167 -1.304 -0.278 -0.0007
H -2.970 -0.924 -0.918 -0.0011
H -3.042 -1.194 1.792 0.0051
H 0.502 -3.268 0.423 0.0019
H -0.772 -2.341 -1.786 0.0060
Mo 0.095 -0.054 -0.592 1.3785
S -1.106 1.629 0.971 -0.0009
C -0.552 1.460 2.607 0.0094
N 0.075 0.381 3.149 0.0099
C 0.800 0.725 4.368 0.0011
C 0.396 2.171 4.624 0.0004
N -0.459 2.484 3.474 0.0021
H -0.035 -0.571 2.820 0.0004
H 1.894 0.642 4.274 0.0006
H 0.501 0.048 5.163 0.0002
H 1.264 2.844 4.603 0.0002
H -0.111 2.285 5.594 0.0000
H -0.768 3.411 3.235 -0.0003
```

Output
2S+1	3
highest occupied orbital energy (spin up / spin down)	-9.9 / -10.8	eV
expectation value of S²	2.04
lowest unoccupied orbital energy (spin up / spin down)	-4.15 / -3.72	eV
frontier orbital gap (spin up / spin down)	5.80 / 7.06	eV
total charge	+1

(6)
C4H14N2O2 | ωB97M-V/def2-TZVPD

```
22
Properties=species:S:1:pos:R:3:nbo_charge:R:1
N -1.070 0.211 -2.265 -0.8588
C 0.168 -0.087 -1.515 -0.2195
C -0.064 0.348 0.171 -0.0346
N -0.786 1.547 0.344 -0.8485
C 1.256 0.426 0.874 -0.4599
C 1.009 0.138 2.345 -0.0528
O 0.716 1.182 3.236 -0.7286
H -1.074 -0.155 -3.212 0.3554
H -1.905 -0.194 -1.904 0.3550
H 0.595 -1.105 -1.474 0.1385
H 0.921 0.560 -1.829 0.1709
H -0.699 -0.563 0.315 0.1989
H -1.344 1.737 -0.438 0.3755
H -0.141 2.443 0.445 0.3585
H 1.932 1.237 0.571 0.2268
H 1.952 -0.493 0.625 0.2105
H 0.193 -0.609 2.465 0.1688
H 1.950 -0.306 2.792 0.1651
H -0.380 1.320 3.293 0.4719
O -1.138 -2.402 -1.287 -0.9188
H -1.750 -2.618 -1.979 0.4687
H -0.341 -2.618 -1.574 0.4567
```

Output
highest occupied orbital energy	-8.4	eV
lowest unoccupied orbital energy	0.60	eV
frontier orbital gap	9.01	eV
energy relative to the best compared isomer or geometry (same formula, charge and spin)	304.1	kJ/mol
SMILES string	NC[C@H](N)CCO.O

(7)
H5OS2 | ωB97M-V/def2-TZVPD

```
8
Properties=species:S:1:pos:R:3:nbo_charge:R:1
O -2.906 -0.376 0.617 -0.8320
H -3.280 -0.415 1.504 0.5195
H -2.090 0.095 0.474 0.4309
H 2.082 -0.147 0.320 0.1726
S -0.277 0.003 -0.360 0.2634
S 3.167 0.104 -0.478 0.0570
H -0.188 -0.703 -1.526 0.1757
H 3.492 1.438 -0.552 0.2129
```

Output
highest occupied orbital energy	-15.5	eV
lowest unoccupied orbital energy	-10.36	eV
frontier orbital gap	5.14	eV
energy relative to the best compared isomer or geometry (same formula, charge and spin)	436.2	kJ/mol
total charge	+1

(8)
C4H2F12KO13S4 | ωB97M-V/def2-TZVPD

```
36
Properties=species:S:1:pos:R:3:nbo_charge:R:1
K 32.803 -2.198 -9.294 0.9585
C 30.056 0.841 -8.472 0.7373
F 30.186 0.588 -7.189 -0.3273
F 30.259 2.148 -8.621 -0.3278
F 30.954 0.158 -9.251 -0.3303
S 28.184 0.421 -8.888 2.2981
O 27.914 -0.866 -8.348 -1.0166
O 27.217 1.428 -8.372 -1.0100
O 28.275 0.442 -10.328 -1.0171
C 33.465 0.388 -12.705 0.7577
F 33.861 1.029 -13.771 -0.3235
F 34.388 0.378 -11.687 -0.3243
F 32.352 0.916 -12.252 -0.3088
S 33.195 -1.514 -13.194 2.2501
O 32.261 -1.546 -14.347 -1.0055
O 34.473 -2.164 -13.471 -0.9780
O 32.614 -2.130 -11.977 -1.0554
C 36.205 -3.764 -6.985 0.7221
F 35.626 -2.562 -6.700 -0.3235
F 37.240 -3.969 -6.278 -0.3159
F 35.385 -4.778 -6.667 -0.3503
S 36.601 -3.877 -8.864 2.2800
O 35.361 -3.522 -9.530 -1.0181
O 37.738 -2.952 -9.246 -0.9710
O 36.868 -5.277 -9.078 -1.0152
C 33.608 2.735 -8.283 0.7438
F 34.372 3.758 -7.849 -0.3470
F 32.454 2.780 -7.678 -0.3066
F 33.573 2.793 -9.657 -0.3280
S 34.530 1.147 -7.565 2.2819
O 35.903 1.083 -8.067 -0.9956
O 34.559 1.314 -6.101 -0.9988
O 33.857 -0.016 -8.080 -1.0399
O 32.451 -4.446 -7.856 -0.9357
H 31.500 -4.413 -7.957 0.4635
H 32.592 -4.443 -6.909 0.4776
```

Output
highest occupied orbital energy	-1.7	eV
lowest unoccupied orbital energy	5.51	eV
frontier orbital gap	7.26	eV
energy relative to the best compared isomer or geometry (same formula, charge and spin)	199.2	kJ/mol
total charge	-3